[1]
{
  "formula": "C47H67Cl4Cs2F3ILiN5O11S2",
  "method": "ωB97M-V with the def2-TZVPD basis set",
  "species": ["Cs", "Cs", "I", "Cl", "Cl", "Cl", "Cl", "S", "S", "F", "F", "F", "O", "O", "O", "O", "O", "O", "O", "O", "O", "O", "O", "N", "N", "N", "N", "N", "C", "C", "C", "C", "C", "C", "C", "C", "C", "C", "C", "C", "C", "C", "C", "C", "C", "C", "C", "C", "C", "C", "C", "C", "C", "C", "C", "C", "C", "C", "C", "C", "C", "C", "C", "C", "C", "C", "C", "C", "C", "C", "C", "C", "C", "C", "C", "Li", "H", "H", "H", "H", "H", "H", "H", "H", "H", "H", "H", "H", "H", "H", "H", "H", "H", "H", "H", "H", "H", "H", "H", "H", "H", "H", "H", "H", "H", "H", "H", "H", "H", "H", "H", "H", "H", "H", "H", "H", "H", "H", "H", "H", "H", "H", "H", "H", "H", "H", "H", "H", "H", "H", "H", "H", "H", "H", "H", "H", "H", "H", "H", "H", "H", "H", "H"],
  "positions_angstrom": [[-2.505893, -3.200620, 5.313622], [1.477319, -1.058254, 5.483121], [-0.399395, 4.907747, 3.448806], [-2.412956, 7.857111, -5.496194], [-3.239748, 4.947481, -9.346694], [-3.953005, 4.968668, -6.542147], [-2.678376, 2.643868, -7.746454], [-5.160610, 1.826175, -2.209475], [-4.388079, 1.412651, 0.637415], [-5.162707, 0.958103, -5.174685], [-4.443903, 6.600550, -9.249264], [-0.846419, -9.662067, 6.902192], [-1.182329, -5.540673, 8.517484], [-5.075341, -0.327788, -8.852690], [-0.795977, -7.455506, 7.398197], [2.453423, 5.522006, 3.299143], [3.423415, -4.795978, 4.905971], [-4.715404, 1.561761, -9.824844], [-3.427113, -2.508533, -0.696043], [2.880027, 3.967637, 0.205356], [3.277158, 4.146950, -6.964763], [-1.343382, -7.524367, 9.554769], [-0.623353, 1.051048, -2.025008], [-5.472493, -0.481348, -0.955036], [0.585313, 1.267664, 4.157929], [-0.013045, 4.899910, -6.234762], [-4.671816, 0.346922, -9.766779], [3.974290, -5.502283, 3.937647], [3.638988, -3.879344, 2.054245], [-2.813705, 3.036568, -3.053095], [5.811055, -3.917043, 3.310094], [-5.429352, -1.369790, 0.195735], [-1.196067, -1.116214, 6.429291], [1.667103, 6.987866, -3.665523], [-0.403852, 3.760355, -3.234381], [-0.588088, 0.775240, 2.029171], [1.787395, 3.570339, -0.110773], [1.737347, -5.242209, 2.909463], [1.167141, 2.406808, 2.085529], [-3.799944, 3.976876, -7.977164], [-1.306745, -8.888668, 9.100595], [-0.590143, 5.484132, -5.046077], [-1.825348, -1.412506, 7.840151], [1.608164, 5.215148, -1.953166], [5.147722, -3.677717, 1.956964], [3.243623, -5.228410, 2.667897], [-4.071873, -2.020550, 0.452415], [3.110373, 6.176148, -5.678373], [0.054680, 4.980510, -3.772706], [3.483638, 4.714731, -5.682202], [0.991693, 2.609717, 0.708338], [1.082725, 5.701856, -3.145832], [-1.116897, -6.731273, 8.498253], [1.753573, 4.605381, 3.159163], [-3.599906, 1.746843, -3.144598], [1.181828, 4.028394, -1.391768], [5.992569, -5.321718, 5.358227], [-0.474142, -8.771853, 7.844072], [3.081846, 6.724279, -4.235069], [-0.653354, 1.075070, 4.951546], [2.210516, 3.199778, 2.832069], [0.361526, 1.474388, 2.751270], [-0.183403, 2.005904, -1.437800], [-4.068288, -0.373313, -10.922230], [-4.984228, 0.781805, -0.764477], [3.494569, -6.353003, 1.640927], [-4.908467, -1.187647, -2.123901], [6.173937, -6.399994, 3.188086], [-1.526681, 3.007406, -3.922522], [0.032069, 1.867981, 0.030227], [0.191369, 3.290135, -2.047806], [-0.765699, 0.954161, 0.683852], [-0.400538, 0.310819, 6.366465], [-3.496859, -1.630452, -1.814683], [5.445348, -5.267987, 3.936485], [-2.305336, 5.908389, -3.364344], [6.895706, -3.850565, 3.206431], [-3.222554, -0.939506, -10.544913], [-2.809670, -0.791036, -1.706680], [-1.740949, 3.421847, -4.895566], [5.357916, -2.659453, 1.622626], [7.245043, -6.341449, 3.379575], [1.418555, -4.420548, 3.557561], [0.602558, -8.844113, 8.001452], [-0.522032, 6.552840, -5.141499], [1.214152, -5.128447, 1.959889], [3.598253, 5.995330, -3.610176], [3.553784, -7.323168, 2.133358], [5.632689, -4.497411, 5.971273], [1.420965, -6.182908, 3.363352], [1.274954, 0.547102, 4.319390], [1.058467, 7.429792, -4.442632], [-0.864908, -9.537791, 9.850327], [-0.449166, 4.018180, -6.471584], [3.708116, 3.291598, -6.997677], [-4.767280, 3.558786, -8.228398], [-3.754769, 0.357602, -11.657745], [-4.828745, -1.034668, -11.324984], [3.188183, -3.787447, 1.063078], [-3.464154, 3.800011, -3.501610], [4.521855, 4.570538, -5.373871], [0.695527, 0.113707, 6.552645], [-2.042100, -1.139113, 5.694634], [2.676093, -6.403692, 0.922729], [-3.447899, -1.338051, 1.038445], [3.152341, 3.235341, 2.304238], [4.396182, -6.206791, 1.051679], [-4.988572, -0.611186, -3.044609], [-2.000080, -0.514066, 8.415167], [-1.081948, 2.037604, 5.199005], [3.895168, 6.705199, -6.213415], [5.720816, -6.258196, 5.846893], [-3.134532, -2.187457, -2.673502], [-2.320524, -9.226257, 8.885073], [-4.252985, -2.894551, 1.086247], [-2.583708, 3.311994, -2.024428], [2.854536, 4.196543, -4.945424], [-5.803270, -0.892914, 1.093021], [-3.042284, 0.887273, -2.800571], [6.061458, -6.359429, 2.107964], [-1.504982, 0.417746, 0.121029], [5.829300, -7.374759, 3.533508], [-2.823169, -1.870151, 7.717510], [1.800885, 7.670843, -2.831245], [-0.865161, 0.916689, 7.132637], [-1.193450, 1.989388, -4.077219], [-0.151848, 5.515905, -7.025795], [5.575688, -4.336740, 1.198306], [2.386362, 2.739221, 3.799376], [-1.240664, -2.135895, 8.397712], [5.517951, -3.110575, 3.992023], [-1.422559, 0.490791, 4.450354], [-5.493610, -2.093876, -2.272166], [3.217736, -3.066485, 2.661938], [-3.901674, 1.553214, -4.202476], [7.079805, -5.256778, 5.332382], [2.161311, 6.345800, -6.170162], [3.664079, 7.639963, -4.200754], [-1.671899, 5.243565, -4.963417], [-1.218201, 0.060142, 2.543037], [-0.521531, -2.032151, 6.157241], [2.379733, 5.798943, -1.474326], [-6.126778, -2.182044, -0.015118]],
  "forces_ev_per_a": [[-1.9, -3.7, -1.3], [7.5, -7.7, -3.5], [-0.1, -0.1, 0.0], [-0.3, -0.2, 0.9], [-0.2, 0.8, -0.2], [0.1, 0.0, -0.3], [0.2, 0.1, -0.1], [-0.5, 0.2, -0.5], [-0.1, -0.1, 0.3], [0.3, 0.0, -0.1], [0.5, -0.9, 0.0], [0.0, 0.1, 0.0], [-0.2, 0.3, -0.2], [0.0, 0.0, 0.0], [0.2, 0.1, 0.2], [0.8, 1.0, 0.2], [-0.5, 0.1, 0.6], [0.0, 0.2, -0.1], [-0.1, 0.0, 0.0], [0.5, 0.2, 0.5], [0.0, 0.3, -0.2], [0.1, -0.1, -0.1], [-0.4, -0.4, -0.5], [1.3, 0.4, 0.7], [-1.1, 0.1, 0.3], [0.1, -0.2, -0.1], [0.0, -0.1, 0.0], [-0.2, 1.6, 0.1], [0.2, 0.3, 0.0], [0.2, 0.1, -0.5], [-0.2, 0.4, -0.2], [-0.6, -1.0, -0.1], [0.7, 1.0, 0.9], [0.8, -0.6, -0.2], [0.4, 0.2, -0.2], [-0.4, -0.6, 0.7], [-0.1, 0.1, -0.5], [-0.2, 0.2, 0.4], [0.5, 0.1, -0.1], [-0.6, -0.3, 0.9], [0.0, -0.2, 0.2], [0.0, -0.6, 0.3], [-0.3, -0.4, -1.0], [0.2, 0.2, 0.0], [0.0, -0.1, 0.1], [-0.1, -0.9, -1.0], [-0.1, 0.1, 0.5], [0.6, 0.3, 0.4], [0.0, -0.1, -0.1], [-0.6, -0.6, 0.1], [-0.3, -0.4, 0.3], [-0.3, 0.0, 0.3], [-0.1, 0.0, 0.0], [-0.3, -0.6, -0.2], [0.1, 0.0, 0.0], [-0.4, 0.1, -0.3], [-0.3, 0.2, 0.4], [-0.2, -0.2, -0.2], [-0.1, -0.2, -0.5], [1.1, -1.0, 1.4], [-0.7, -0.5, 0.2], [0.8, 0.6, -0.6], [0.2, 0.1, 0.1], [0.1, 0.1, -0.2], [0.1, 0.3, -0.6], [0.1, -0.1, -0.1], [-0.5, -0.5, -0.2], [0.0, 0.0, -0.3], [0.2, -0.2, 0.8], [0.0, 0.3, 0.0], [-0.4, 0.1, -0.2], [0.2, 0.1, 0.0], [-2.2, 0.3, 0.1], [0.2, 0.0, -0.5], [1.1, -0.9, -0.3], [-0.1, 0.8, -0.7], [0.0, -0.1, 0.1], [-0.1, -0.1, 0.0], [0.0, 0.2, 0.3], [0.0, -0.1, -0.2], [0.0, 0.0, 0.0], [0.0, 0.1, 0.1], [0.1, -0.1, 0.1], [0.0, 0.0, -0.1], [-0.1, 0.2, 0.1], [0.1, 0.0, -0.1], [0.1, 0.1, 0.3], [0.0, 0.0, 0.1], [-0.1, 0.0, 0.0], [0.0, 0.0, 0.0], [-0.7, 2.0, -1.5], [-0.2, 0.3, 0.1], [0.1, 0.2, 0.1], [0.1, -0.1, 0.0], [0.0, -0.1, 0.0], [0.0, 0.0, -0.1], [0.0, 0.0, 0.0], [0.0, -0.1, 0.1], [-0.1, -0.1, 0.0], [-0.2, 0.3, 0.3], [0.1, 0.2, 0.1], [-4.5, 4.0, 3.0], [1.6, 1.9, 0.8], [-0.1, 0.1, 0.0], [0.3, 0.2, -0.3], [0.1, 0.3, -0.2], [0.0, 0.0, 0.1], [0.1, 0.3, 0.0], [0.2, 0.2, 0.1], [0.1, 0.3, -0.2], [-0.1, 0.2, -0.3], [0.0, 0.0, 0.0], [0.1, -0.2, 0.0], [0.0, 0.0, -0.1], [0.0, -0.1, 0.0], [0.0, 0.0, 0.2], [0.0, -0.1, 0.0], [0.1, 0.4, 0.1], [0.4, 0.0, 0.1], [-0.1, 0.0, 0.0], [-0.2, -0.2, -0.1], [0.0, 0.0, 0.0], [0.3, 0.2, 0.2], [-0.3, 0.2, 0.1], [0.1, 0.2, 0.2], [-0.1, -0.3, 0.0], [-0.1, 0.1, 0.0], [0.0, 0.0, 0.0], [0.0, 0.0, 0.2], [0.2, 0.1, 0.3], [-0.1, -0.1, 0.1], [0.0, 0.1, -0.3], [-0.2, 0.0, 0.0], [0.0, -0.1, 0.1], [-0.6, -0.2, 0.2], [0.0, 0.0, -0.1], [-0.1, -0.1, -0.2], [0.0, 0.2, 0.1], [0.3, 0.4, -0.5], [-0.1, -0.1, -0.1], [-1.4, 1.8, 0.7], [0.1, -0.1, 0.2], [-0.1, 0.0, -0.2]],
  "total_charge": 1,
  "homo_ev": -7.217,
  "multiplicity": 1
}

=====

[2]
{
  "formula": "C4H12O",
  "method": "ωB97M-V with the def2-TZVPD basis set",
  "species": ["O", "C", "C", "C", "C", "H", "H", "H", "H", "H", "H", "H", "H", "H", "H", "H", "H"],
  "positions_angstrom": [[-0.432770, -0.749522, 0.321512], [2.030493, 1.768070, -0.124016], [-1.208964, -1.075179, -0.907160], [2.267331, 1.108277, 1.232344], [-2.740854, -1.238776, -0.587545], [1.648917, 0.254774, 1.394486], [-0.980412, -0.311900, -1.534049], [-0.788024, -2.129736, -1.171420], [3.016815, 1.932305, -0.558967], [1.679980, 2.814563, -0.021982], [-2.848113, -1.323808, 0.477624], [1.923576, 1.814169, 2.040203], [3.139990, 0.808945, 1.619563], [-2.896384, -2.346243, -0.847178], [1.220373, 1.335848, -0.700092], [-0.363266, 0.235723, 0.221975], [-3.379331, -0.462820, -1.174001]],
  "forces_ev_per_a": [[-0.8, 1.6, -1.3], [0.8, 1.5, 0.8], [0.0, -4.0, 3.8], [-4.6, 2.2, 0.9], [0.9, -1.2, -2.1], [-0.7, -0.7, -0.2], [0.5, 1.7, -2.6], [-0.6, 2.2, -0.2], [-0.4, -0.6, -1.0], [0.1, -0.4, 0.4], [-0.3, 0.9, 0.6], [0.1, -0.5, -0.6], [4.1, -0.8, 0.2], [-0.7, 1.8, -0.4], [0.6, -0.6, -0.5], [0.2, -1.4, 0.8], [0.8, -1.7, 1.4]],
  "smiles": "CCO.CC",
  "total_charge": 0,
  "homo_ev": -10.215,
  "multiplicity": 1,
  "de_lowest_kcal_mol": 46.8
}

=====

[3]
{
  "formula": "C3H7NOS",
  "method": "ωB97M-V with the def2-TZVPD basis set",
  "species": ["S", "O", "N", "C", "C", "C", "H", "H", "H", "H", "H", "H", "H"],
  "positions_angstrom": [[-1.802814, -0.351424, -0.178800], [1.729280, 0.637401, 0.400304], [1.687999, -0.419801, -0.546133], [-1.114628, 1.315647, -0.226756], [-0.491693, -1.225242, 0.492754], [0.776463, -1.209386, -0.458433], [-1.765902, 2.036754, -0.983168], [0.788954, -1.921201, -1.218247], [-0.892996, -2.250599, 0.755216], [0.083222, 1.341551, -0.512404], [-1.154719, 1.700212, 0.938630], [2.405738, 1.240036, -0.038424], [-0.248904, -0.893954, 1.575455]],
  "forces_ev_per_a": [[-1.6, 1.1, -1.4], [1.3, 0.5, -0.9], [3.7, 3.3, -0.3], [1.3, 2.6, 0.8], [2.5, -1.2, 2.7], [-4.8, -1.9, 2.5], [1.7, -2.0, 2.2], [-0.1, -1.4, -1.2], [0.7, 0.8, -1.0], [-3.6, -0.1, 0.5], [0.1, -0.5, -3.1], [-1.2, -1.2, 1.0], [0.0, 0.1, -1.8]],
  "smiles": "CSC/C=N\\O",
  "total_charge": 0,
  "homo_ev": -8.483,
  "multiplicity": 1,
  "de_lowest_kcal_mol": 92.6
}

=====

[4]
{
  "formula": "C18H19F9LuO6",
  "method": "ωB97M-V with the def2-TZVPD basis set",
  "species": ["Lu", "F", "F", "F", "F", "F", "F", "F", "F", "F", "O", "O", "O", "O", "O", "O", "C", "C", "C", "C", "C", "C", "C", "C", "C", "C", "C", "C", "C", "C", "C", "C", "C", "C", "H", "H", "H", "H", "H", "H", "H", "H", "H", "H", "H", "H", "H", "H", "H", "H", "H", "H", "H"],
  "positions_angstrom": [[0.007390, -0.922504, 0.174965], [0.404628, -2.639882, 1.940424], [-3.472047, -3.953756, 2.738953], [-3.527227, -1.807674, 3.051636], [-1.810964, -4.936397, 0.842792], [-0.865584, -1.615804, 3.354775], [-0.438284, -3.547530, -0.101840], [-4.282450, -2.646957, 1.204860], [-2.541262, -3.513514, -0.613078], [-0.823799, -3.769915, 3.351631], [-1.792619, -1.368740, 0.928116], [1.372028, -1.464742, -1.273606], [0.053141, 0.699849, -3.278028], [-0.739591, -1.606339, -1.773112], [-2.991261, 0.141531, -1.520842], [-0.992751, 0.728781, -0.733097], [0.642511, -0.591995, -3.426771], [2.455772, 3.707105, -1.526181], [0.718018, 0.938255, 2.190464], [-1.759013, 0.501645, -1.683064], [1.757339, 0.009422, 1.976758], [-1.713880, -3.696355, 0.400879], [-3.340404, -2.767624, 2.141535], [-1.933031, -2.597189, 1.491455], [2.478546, 0.117892, 0.779749], [-1.344846, 0.736056, -3.123600], [1.292921, 3.507958, -0.557651], [-0.038719, 3.663947, -1.303960], [2.265300, 1.185258, -0.098817], [0.438299, -1.325262, -2.116198], [-0.837970, -2.708481, 2.591090], [0.554016, 2.022038, 1.335316], [1.363284, 2.200704, 0.206982], [2.276910, -0.846947, 3.103138], [-0.156850, 2.794867, 1.603917], [-1.662464, 1.747149, -3.388688], [2.395706, 2.995967, -2.352785], [-0.123576, 4.674357, -1.704121], [2.683973, -1.794618, 2.754933], [1.698598, -0.428623, -3.615966], [-0.893042, 3.483454, -0.650722], [2.900699, 1.264374, -0.969916], [0.166231, 0.912002, 3.121911], [-3.188612, -0.050058, -0.587330], [3.419406, 3.600331, -1.026372], [1.341318, 4.296308, 0.199964], [-1.864568, 0.023920, -3.767183], [1.518628, -1.033340, 3.859323], [3.089155, -0.297718, 3.583053], [-0.065411, 2.961718, -2.135828], [3.312908, -0.549212, 0.602096], [2.409981, 4.709253, -1.950682], [0.183525, -1.142951, -4.251251]],
  "forces_ev_per_a": [[0.9, 1.4, 2.2], [-0.3, 0.1, 0.2], [0.0, 0.2, -0.1], [0.0, -0.1, -0.1], [0.0, 0.0, 0.1], [-0.1, -0.2, 0.1], [-0.4, -0.1, 0.1], [0.0, 0.0, 0.1], [0.0, -0.1, 0.1], [0.0, -0.2, -0.1], [-1.5, -0.7, 0.6], [1.4, -0.6, -1.5], [0.0, 0.0, 0.0], [-0.2, -0.3, -0.8], [-0.2, 0.0, -0.3], [-0.6, 0.5, -0.5], [-0.1, 0.0, 0.0], [-0.1, 0.0, 0.1], [0.4, 0.2, 0.1], [-0.1, 0.4, -0.1], [0.5, 0.4, 0.1], [0.2, 0.0, -0.1], [0.0, 0.1, 0.0], [-0.3, -0.6, 0.3], [0.1, 0.3, 0.5], [0.2, -0.1, 0.0], [-0.1, -0.1, -0.2], [0.1, 0.0, 0.1], [0.0, 0.1, 0.2], [0.3, -0.4, -1.5], [0.1, 0.3, 0.2], [0.1, -0.1, 0.1], [0.1, 0.0, 0.0], [-0.1, 0.0, -0.1], [-0.1, -0.1, -0.1], [-0.1, 0.0, 0.0], [0.1, 0.0, 0.0], [0.0, 0.0, 0.0], [0.0, 0.0, 0.0], [0.0, 0.0, 0.0], [0.0, 0.0, 0.0], [-0.1, 0.0, 0.0], [-0.1, -0.1, -0.1], [0.1, 0.0, 0.2], [0.0, 0.0, -0.1], [0.0, 0.0, 0.0], [0.0, 0.0, 0.0], [0.0, 0.0, 0.0], [0.0, 0.0, 0.0], [0.0, 0.0, 0.0], [-0.1, -0.1, -0.1], [0.0, 0.0, 0.0], [0.0, 0.0, 0.0]],
  "total_charge": 1,
  "homo_ev": -12.836,
  "multiplicity": 1,
  "de_lowest_kcal_mol": 14.3
}

=====

| no. | total energy (eV) | LUMO energy (eV) | HOMO-LUMO gap (eV) |
| --- | --- | --- | --- |
| 1 | -169087.543 | -6.4 | 0.8 |
| 2 | -6388.091 | 1.0 | 11.2 |
| 3 | -17593.915 | 0.8 | 9.3 |
| 4 | -89336.486 | -2.9 | 10.0 |